Entry from OMol25: one molecule with the formula C7H13F3NO3P at a distorted geometry (the ωB97M-V functional and the def2-TZVPD basis).

## Properties
calculated total energy	-1195.88748	hartree
LUMO	0.60	eV
energy relative to the best compared isomer or geometry (same formula, charge and spin)	45.9	kcal per mole
largest force on an atom	0.0857	hartree/bohr
highest occupied orbital energy	-0.3532	hartree
frontier orbital gap	10.21	eV

Structure (ORCA input):
```
! wB97M-V def2-TZVPD RIJCOSX def2/J DEFGRID3
* xyz 0 1
H -3.215 1.066 1.379
C -2.534 0.565 0.617
H -0.964 -2.793 -0.800
P 0.679 0.022 0.259
H -2.917 1.199 -1.516
H -2.920 -0.335 0.258
C 0.028 1.496 -0.693
H 0.693 -4.165 0.852
H 0.580 -4.369 -0.925
C -2.251 1.301 -0.697
H -1.646 0.407 1.131
N -0.155 2.512 0.275
H -2.361 2.289 -0.331
H 1.692 -3.158 -0.326
C 0.738 -3.656 -0.190
C 2.576 -0.006 -0.043
C -0.219 -2.434 -0.140
H 0.601 3.999 1.430
H 0.675 1.885 -1.523
O 0.280 -1.208 -0.697
F 3.217 1.004 0.476
F 3.167 -1.086 0.473
O 0.367 -0.032 1.647
O -1.063 1.090 -1.427
H 1.864 3.211 0.352
C 0.730 3.341 0.596
H -0.379 -2.102 0.932
F 2.737 -0.042 -1.368
*
```

=====

Entry from OMol25: a 10-piece molecular cluster, C61H78Br2ClN4O24PS overall at a distorted geometry (the ωB97M-V functional and the def2-TZVPD basis).

## Properties
calculated total energy	-10743.24035	hartree
LUMO	-0.64	eV
largest force on an atom	0.1199	hartree/bohr
highest occupied orbital energy	-0.2865	hartree
frontier orbital gap	7.16	eV

Structure (ORCA input):
```
! wB97M-V def2-TZVPD RIJCOSX def2/J DEFGRID3
* xyz 0 1
C 7.929 -8.601 -1.919
H 9.717 -0.692 2.694
H 4.981 -3.248 -3.689
H -5.159 10.901 3.310
C 2.282 -4.927 2.021
O 3.866 6.361 -1.315
C -5.911 4.235 2.366
H -5.791 3.859 -1.693
H -2.147 -7.194 1.287
H 8.053 0.957 2.519
H -0.456 9.497 -4.909
H -4.287 3.226 -3.872
C 3.571 -4.061 -2.235
H -7.375 9.005 2.455
C -1.359 -8.956 -0.106
C -1.047 -6.364 -0.633
H 1.952 3.588 1.582
H 6.902 -8.415 -0.020
H -5.261 -3.095 2.838
H -5.881 3.008 4.898
O 3.191 10.207 -4.471
C 1.266 -2.519 1.988
H 3.521 8.229 -4.995
Br -8.629 -0.917 2.353
H 0.223 -6.131 -2.646
Cl 3.648 -2.907 3.706
C -5.125 -2.606 0.211
H 1.591 -5.502 4.621
C -4.005 3.301 -2.820
H -5.795 2.217 -2.348
C -2.370 -4.269 -0.313
C -5.387 8.201 2.430
C 2.531 5.362 0.431
H 2.222 -6.977 0.090
H -6.823 10.723 3.959
H -4.179 3.225 0.021
H -7.534 2.448 4.618
C 3.443 -5.926 2.570
C -0.253 -6.864 -1.905
C -6.439 -1.767 0.530
H -6.527 -2.398 3.973
H 1.528 5.390 -0.001
O 9.362 -1.399 5.287
C 1.329 -0.978 2.486
H 6.116 10.989 -3.474
H 0.204 7.280 -1.776
H -6.928 1.580 2.418
H 2.555 2.723 -0.620
H -4.428 8.416 1.948
H 8.832 -7.374 -3.464
H 0.594 8.107 -4.555
H -1.067 8.320 -1.049
H -6.284 9.902 1.392
C -5.963 10.200 3.542
C 6.611 -0.188 3.620
C -2.476 -2.764 0.173
C -6.128 2.055 2.993
N -0.671 -9.431 -1.264
H 8.535 -2.042 2.634
H 6.040 0.733 3.749
H 5.449 -4.790 -2.962
H 4.032 -3.981 -1.249
H -5.805 7.291 1.996
O -3.126 -7.481 -2.299
C -3.227 1.825 -1.268
C 2.821 4.035 1.096
O -4.971 -7.490 -0.240
C 5.182 10.477 -3.246
S -0.956 -1.709 0.482
C -4.468 2.436 -0.677
O -7.435 -3.908 -1.497
H -7.931 4.259 3.034
H 3.120 8.522 -3.287
O 2.779 -5.252 -2.303
H -3.581 4.292 -2.637
C 5.146 9.087 -3.842
H 2.679 6.197 1.117
C -7.002 -1.940 1.836
H 1.913 0.905 1.053
H 5.822 -8.756 -1.413
C -0.596 7.997 -1.978
O 3.812 12.328 -3.966
H -2.710 -6.892 -2.983
H 4.522 -5.652 -4.941
H -6.708 -5.735 -0.675
O 5.913 -5.989 -0.722
N 1.372 -6.834 0.672
O 3.451 -0.455 1.269
C 8.562 -0.992 4.485
H 5.723 9.072 -4.772
C -0.108 9.172 -2.796
O 4.028 4.137 -0.906
H -1.767 -9.765 0.611
H -7.280 -2.548 -2.881
O -6.708 -3.192 -2.391
O 2.266 -6.762 -3.913
C -1.602 -7.489 0.329
H -5.365 -5.214 -2.791
C 3.679 8.900 -4.148
O 7.350 -0.468 4.815
H 3.417 -5.489 5.218
C -6.658 2.887 4.137
H 2.917 -3.197 -2.391
N -5.238 -6.227 -2.660
C 6.575 -6.766 -1.364
O -5.160 8.008 3.832
H -5.434 1.285 3.335
H -7.126 -4.403 0.500
C -3.747 -1.956 0.423
C 1.154 -5.434 1.023
H 5.549 8.316 -3.183
H 1.450 -7.413 1.522
H 8.844 -8.429 -1.342
H 5.002 10.462 -2.168
C -5.163 2.991 -1.901
C 4.019 11.143 -3.928
O 2.959 -6.826 3.601
C -5.125 -4.058 -0.358
H -6.777 5.051 4.160
C -6.629 -4.608 -0.531
H 4.058 2.445 0.290
O -1.410 7.809 -4.178
O -5.270 9.316 5.680
O -5.440 2.979 2.142
C -6.931 4.219 3.472
C -0.010 -4.496 0.489
Br -7.310 -0.487 -0.708
C 2.349 -3.472 2.540
H 7.259 -0.280 1.536
H 0.915 9.473 -2.562
C -0.273 8.679 -4.211
C 6.724 -8.236 -1.080
C 2.890 -5.797 -3.544
O -5.573 5.204 1.734
C 8.723 -1.026 2.989
C 7.650 -0.061 2.531
H 0.408 -8.746 -3.057
C -0.147 -8.406 -2.104
C -3.801 -4.886 -0.674
C -5.447 9.159 4.498
C 2.551 -6.105 4.792
H 1.823 -0.887 3.530
H -5.174 -8.318 -0.741
H -6.949 -3.907 3.014
P -4.188 -6.509 -1.438
H 2.280 -6.911 5.576
C -1.601 7.365 -2.905
H 3.601 4.166 1.853
C 0.182 -3.039 1.027
O -2.496 1.040 -0.715
C 3.354 3.207 -0.050
H -3.756 -0.865 0.799
O -2.435 6.553 -2.590
C 3.545 5.388 -0.680
H 0.277 -0.524 2.622
H 7.203 -7.961 -3.868
H -5.077 1.682 -0.177
C -6.347 9.364 2.340
H 5.917 -1.013 3.438
C 4.600 -4.205 -3.328
O -3.010 2.315 -2.517
N -1.096 -4.950 -0.434
H 3.289 -4.351 -5.055
H -0.761 10.034 -2.626
O 7.266 -6.431 -2.487
C 7.848 -7.610 -3.056
C -6.384 -2.913 2.956
H 7.933 -9.640 -2.253
C 2.265 -0.090 1.509
H 3.699 -6.605 1.667
C 3.853 -4.999 -4.380
H 4.410 -5.380 2.833
*
```

=====

Entry from OMol25: a 5-piece molecular cluster, C43H68BClN6O2PS overall at a distorted geometry (the ωB97M-V functional and the def2-TZVPD basis).

## Properties
calculated total energy	-3382.50876	hartree
LUMO	-3.96	eV
largest force on an atom	0.0669	hartree/bohr
highest occupied orbital energy	-0.3528	hartree
frontier orbital gap	5.65	eV

Structure (ORCA input):
```
! wB97M-V def2-TZVPD RIJCOSX def2/J DEFGRID3
* xyz 1 1
H -4.483 -4.355 -3.952
N 5.263 -2.089 3.836
C -1.394 4.992 4.151
C 5.038 0.824 -3.375
N 2.437 9.241 6.514
C -2.521 -3.927 -4.626
H -1.981 0.970 -1.321
H 2.612 -4.383 0.190
H 6.740 -3.085 2.665
H -8.158 -0.769 0.909
C 0.105 6.607 4.519
C -0.655 -1.981 -0.762
C -2.714 -1.748 -2.446
H 5.047 9.676 8.407
H 1.310 0.198 -0.532
H 2.638 -1.375 -0.152
H 2.911 1.690 -4.376
C 3.054 8.665 8.561
C 3.012 -6.014 -5.355
H 3.824 -3.298 0.886
C 0.300 0.360 -0.911
H 0.078 1.414 -0.712
H 1.858 1.903 -1.854
C -4.353 0.160 -1.695
H 1.985 0.050 1.760
H -5.438 2.128 2.383
N -0.578 5.567 5.087
C 2.732 -4.929 -4.482
H 2.615 -7.013 -5.294
H 3.523 -2.839 -4.559
C -1.322 -2.335 -2.124
H -6.770 -0.957 -2.411
H -3.965 1.139 -1.992
H -2.577 -4.851 -5.216
N 4.154 -4.243 -6.034
C 4.102 9.415 7.962
H -3.581 -5.178 -1.592
C 1.482 1.459 -2.784
H -2.022 4.155 4.407
H 1.790 -3.212 -2.388
Cl -2.693 -0.699 -3.953
C -3.839 -2.789 -2.643
H -4.064 1.827 0.415
H 2.500 -0.041 -3.999
H 1.086 -0.911 3.025
H -0.481 2.389 1.436
C -1.225 5.667 2.971
H -4.170 -3.113 -1.647
H -8.037 -1.434 -1.329
H -7.500 0.798 2.674
H 1.811 -2.257 1.191
C -3.171 -0.791 -1.297
C 3.146 -3.442 0.040
B 0.856 -2.626 -0.813
C 3.693 9.753 6.700
H -2.564 -2.377 1.141
C 2.698 0.959 -3.586
C 3.889 -5.558 -6.301
H 0.094 7.414 2.492
H 2.077 -4.943 -3.626
H 4.348 -6.055 -7.139
H 0.798 7.193 5.099
C -5.280 0.348 -0.496
C 3.450 -3.850 -4.930
C -3.164 -5.293 -2.601
N -0.707 -0.627 1.095
H -1.488 -3.896 -4.261
C 4.850 -0.374 2.499
H 5.241 -0.245 -3.532
H 0.846 -0.606 -2.819
H -2.178 -4.082 -0.251
H 4.771 -3.658 -6.567
C 2.080 -2.280 0.135
C -5.762 1.420 1.625
H -4.963 -0.269 -2.483
C -7.244 -0.197 0.765
H 1.890 9.340 5.678
C -6.470 -0.373 -0.355
H -2.524 0.494 0.246
C -0.159 0.296 1.837
H -1.398 -3.423 -2.136
H 4.434 0.537 2.100
N -0.734 -0.544 -0.350
C 0.435 0.335 -2.452
H 5.028 1.306 -4.361
H -2.721 -3.107 -5.316
H 1.081 8.091 7.695
C -3.536 -4.065 -3.479
H 1.387 0.802 3.249
H -3.591 -6.211 -3.012
H -0.494 5.272 6.042
H -0.496 0.640 -2.929
H -0.665 -2.104 -2.965
C -6.908 0.673 1.775
C 1.170 0.045 2.489
H 3.671 -3.404 -0.916
H -1.870 1.533 2.096
C 6.071 -2.245 2.742
O 3.797 0.943 -2.683
H 6.318 -1.038 0.941
H 3.821 -0.651 4.462
H -2.078 -5.420 -2.518
C -0.271 6.694 3.205
H -6.462 -2.336 -1.353
C -0.783 1.639 2.182
H 4.183 10.312 5.922
O 1.074 -3.538 -1.824
C 2.043 8.572 7.643
C 5.836 -1.198 1.892
C -2.094 0.096 -0.669
P -1.518 -3.094 0.511
H -1.729 5.452 2.043
H -4.694 -2.282 -3.097
H -3.606 -1.426 -0.514
C 4.519 -0.951 3.698
C -6.949 -1.360 -1.407
S -0.337 -3.983 1.763
H 0.964 2.272 -3.301
H 5.223 -2.716 4.619
C -4.984 1.246 0.512
H 3.046 8.243 9.552
H 5.817 1.302 -2.779
H -0.538 1.941 3.200
*
```

=====

Entry from OMol25: one molecule with the formula C8H10BN3 at a distorted geometry (the ωB97M-V functional and the def2-TZVPD basis).

## Properties
calculated total energy	-499.94102	hartree
LUMO (alpha / beta)	-0.53 / -0.53	eV
energy relative to the best compared isomer or geometry (same formula, charge and spin)	0.0	kcal per mole
largest force on an atom	0.0928	hartree/bohr
highest occupied orbital energy (alpha / beta)	-0.3323 / -0.3323	hartree
frontier orbital gap (alpha / beta)	8.51 / 8.51	eV

Structure (ORCA input):
```
! wB97M-V def2-TZVPD RIJCOSX def2/J DEFGRID3
* xyz 0 1
B 1.627 -0.086 0.338
H 3.245 1.239 1.116
H -4.365 -1.723 -0.355
N -0.681 0.668 0.204
N -3.958 -0.847 -0.074
H 0.263 -2.540 -0.032
H 1.606 1.793 1.454
H -4.492 -0.017 -0.266
H 2.632 3.229 -0.219
C 2.964 -1.511 0.020
C 2.282 2.244 -0.519
H -2.568 1.413 0.112
H 1.291 2.343 -0.954
C 0.140 -0.401 0.170
H -2.192 -2.852 -0.201
C -1.763 -1.865 -0.089
C -2.598 -0.745 -0.047
C 2.236 1.308 0.703
C -0.399 -1.689 0.009
C -1.971 0.508 0.091
N 3.742 -2.324 -0.185
H 2.959 1.855 -1.277
*
```

=====

Entry from OMol25: one molecule with the formula C4H8O2 (the ωB97M-V functional and the def2-TZVPD basis).

## Properties
calculated total energy	-307.68971	hartree
LUMO	0.99	eV
energy relative to the best compared isomer or geometry (same formula, charge and spin)	14.3	kcal per mole
largest force on an atom	0.0167	hartree/bohr
highest occupied orbital energy	-0.3954	hartree
frontier orbital gap	11.75	eV

Structure (ORCA input):
```
! wB97M-V def2-TZVPD RIJCOSX def2/J DEFGRID3
* xyz 0 1
O -0.844 -2.131 -2.033
H 1.509 1.817 -0.535
H 0.161 0.252 1.755
H 1.357 -0.441 0.660
H -0.237 -0.039 -1.257
C 0.562 0.313 0.738
H -1.653 -3.116 -0.443
C -1.204 -2.215 -0.886
H 0.364 2.485 0.639
C 1.128 1.713 0.488
O -1.141 -1.292 0.090
C -0.567 0.000 -0.218
H -1.388 0.728 -0.173
H 1.953 1.928 1.174
*
```

=====

- Number 4 is which compound?
  C8H10BN3